No. 1
The following is a quantum chemistry calculation of C44H39BMnN8S2 as an isolated structure, from the Open Molecules 2025 dataset.

The geometry in XYZ format:
```
95
Properties=species:S:1:pos:R:3
Mn -0.1498 0.4404 0.0082
C 4.7986 2.0575 1.9274
C 3.9465 1.3125 0.9593
C 4.3591 0.4851 -0.0646
C 3.1832 0.0521 -0.7000
N 2.1144 0.5669 -0.0659
N 2.5926 1.3581 0.9332
B 1.6648 2.2095 1.8222
N 0.7867 1.3633 2.7556
N -0.1604 0.5031 2.2874
C -0.6987 -0.1006 3.3705
C -0.0829 0.3947 4.5340
C 0.8484 1.3134 4.1056
C 1.7695 2.1332 4.9408
C -1.7788 -1.1242 3.4266
C -2.2581 -1.8023 2.3137
C -3.2715 -2.7426 2.4403
C -3.8132 -3.0427 3.6781
C -3.3352 -2.3855 4.8047
C -2.3369 -1.4372 4.6770
N 0.8401 3.1776 0.9624
N -0.0452 2.7658 0.0129
C -0.4944 3.8865 -0.5862
C 0.0793 5.0165 0.0198
C 0.9204 4.5293 0.9912
C 1.7890 5.3066 1.9189
C -1.4046 4.0155 -1.7518
C -2.2809 3.0228 -2.1618
C -3.1089 3.2147 -3.2583
C -3.0736 4.4011 -3.9725
C -2.2002 5.4051 -3.5756
C -1.3784 5.2125 -2.4799
C 3.1935 -0.7753 -1.9331
C 2.1076 -1.5293 -2.3614
C 2.1850 -2.2647 -3.5359
C 3.3434 -2.2748 -4.2949
C 4.4422 -1.5378 -3.8712
C 4.3641 -0.7958 -2.7065
H 5.8458 1.8472 1.7080
H 4.6439 3.1328 1.8624
H 4.6035 1.7625 2.9551
H 5.3720 0.2383 -0.3105
H 2.3653 2.8699 2.5201
H -0.2717 0.1218 5.5520
H 1.5863 1.9065 5.9915
H 2.8139 1.9232 4.7272
H 1.6146 3.2000 4.7884
H -1.8351 -1.6139 1.3430
H -3.6254 -3.2405 1.5488
H -4.6004 -3.7793 3.7695
H -3.7436 -2.6049 5.7850
H -1.9999 -0.9300 5.5656
H -0.0926 6.0511 -0.2096
H 1.6554 6.3710 1.7151
H 1.5384 5.1250 2.9627
H 2.8426 5.0644 1.7920
H -2.3381 2.1057 -1.5996
H -3.7780 2.4159 -3.5441
H -3.7158 4.5439 -4.8333
H -2.1493 6.3386 -4.1283
H -0.6904 5.9990 -2.2108
H 1.2094 -1.5667 -1.7699
H 1.3181 -2.8289 -3.8491
H 3.3929 -2.8463 -5.2127
H 5.3578 -1.5312 -4.4519
H 5.2188 -0.2073 -2.4089
S -0.2777 0.4601 -2.3874
C -1.7869 -0.3424 -2.6225
C -2.0775 -0.9140 -3.8651
C -3.2929 -1.5221 -4.1402
C -3.5274 -2.0691 -5.4423
N -3.6999 -2.5086 -6.4982
C -4.2707 -1.5819 -3.1278
C -3.9888 -1.0308 -1.8863
C -2.7732 -0.4049 -1.5983
S -2.5403 0.3227 -0.0475
C -5.5476 -2.1888 -3.3529
N -6.5788 -2.6835 -3.5277
H -1.3224 -0.8651 -4.6371
H -4.7380 -1.0726 -1.1052
C 1.7510 -4.5918 -0.0453
C 0.3961 -4.1776 0.5397
C 0.3884 -4.4813 2.0444
C -0.7175 -4.9836 -0.1409
C 0.1715 -2.7416 0.3188
C -0.0094 -1.5497 0.1407
H 1.9148 -5.6621 0.0922
H 2.5553 -4.0486 0.4454
H 1.8001 -4.3647 -1.1098
H 0.4944 -5.5536 2.2215
H -0.5373 -4.1429 2.4996
H 1.2111 -3.9645 2.5346
H -0.5540 -6.0554 -0.0120
H -0.7538 -4.7565 -1.2038
H -1.6834 -4.7239 0.2852
```

The gap between HOMO and LUMO (alpha / beta) comes out at 5.141 / 5.242 eV. The expectation value of S² is 0.80. As for the multiplicity: 2. The calculation puts the LUMO energy (alpha / beta) at 3.87 / 3.87 eV. The highest occupied orbital energy (alpha / beta) is -0.0468 / -0.0505 Ha. The largest force on an atom comes out at 0.73 eV/A. The calculation puts the total energy at -4110.52588 a.u. As for the net charge: -2.

---

No. 2
The following is a quantum chemistry calculation of C44H39BiBrN10O4S as an isolated structure, from the Open Molecules 2025 dataset.

The geometry in XYZ format:
```
100
Properties=species:S:1:pos:R:3
Bi -0.7540 0.0968 0.0160
C -4.1953 0.2440 0.8340
C -4.8537 0.4652 -0.5251
C -4.3577 -0.4214 -1.6350
C -5.2536 -0.9009 -2.5871
C -4.7877 -1.7071 -3.6070
C -3.4408 -2.0349 -3.6337
C -2.6259 -1.5326 -2.6391
N -3.0590 -0.7227 -1.6642
N -3.0642 1.1447 1.1616
C -3.3917 2.5642 0.9187
C -2.6499 3.2631 -0.1963
C -3.1491 4.4725 -0.6696
C -2.3487 5.2566 -1.4798
C -1.0687 4.8185 -1.7832
C -0.6757 3.5837 -1.3052
N -1.4519 2.8038 -0.5455
C -2.7579 1.0316 2.5947
C -2.1276 -0.2553 3.0422
C -2.5088 -0.8426 4.2378
C -1.7520 -1.8838 4.7473
C -0.6275 -2.2957 4.0522
C -0.3353 -1.6844 2.8505
N -1.0811 -0.7010 2.3434
H -3.8446 -0.7896 0.9038
H -4.9603 0.3737 1.6116
H -4.7519 1.5038 -0.8466
H -5.9250 0.2968 -0.4138
H -6.3029 -0.6462 -2.5168
H -5.4660 -2.0886 -4.3591
H -3.0312 -2.6821 -4.3964
H -1.5798 -1.8036 -2.6021
H -3.1356 3.1251 1.8196
H -4.4687 2.7035 0.7981
H -4.1370 4.8058 -0.3769
H -2.7068 6.2101 -1.8448
H -0.3855 5.4203 -2.3649
H 0.3120 3.1986 -1.5329
H -3.6544 1.2264 3.1972
H -2.0212 1.8050 2.8228
H -3.3732 -0.4677 4.7686
H -2.0282 -2.3556 5.6810
H 0.0132 -3.0811 4.4255
H 0.5338 -1.9778 2.2791
S -1.1268 -2.5220 -0.2855
C 0.5424 -3.0280 -0.1132
N 0.7803 -4.3444 -0.0975
N 2.0023 -4.7598 -0.0551
C 2.3330 -6.1308 -0.0423
C 1.3525 -7.1137 -0.0684
C 1.7412 -8.4422 -0.0531
C 3.0865 -8.7897 -0.0129
C 4.0539 -7.7961 0.0122
C 3.6806 -6.4618 -0.0024
N 1.6193 -2.2157 -0.0727
N 1.4528 -0.9530 -0.0519
C 2.6643 -0.1953 -0.0802
C 2.6017 1.1313 -0.4917
C 3.7520 1.9010 -0.5462
C 4.9745 1.3528 -0.1898
C 5.0386 0.0267 0.2216
C 3.8942 -0.7476 0.2755
H 2.7540 -4.0747 -0.0424
H 0.3102 -6.8298 -0.1005
H 0.9850 -9.2155 -0.0746
H 3.3786 -9.8307 0.0002
H 5.1030 -8.0573 0.0426
H 4.4325 -5.6807 0.0166
H 1.6555 1.5688 -0.7806
H 3.6879 2.9334 -0.8647
H 5.8722 1.9551 -0.2269
H 5.9874 -0.4031 0.5145
H 3.9395 -1.7675 0.6267
Br 0.8981 0.2197 -7.3370
C 0.6481 0.3315 -5.4787
C 1.5465 -0.2753 -4.6186
C 1.3137 -0.1673 -3.2583
N 0.2739 0.4872 -2.7351
C -0.5851 1.0533 -3.5887
C -0.4421 1.0111 -4.9641
H 2.4048 -0.8147 -4.9916
H 2.0014 -0.6262 -2.5586
H -1.4459 1.5445 -3.1536
H -1.1663 1.4842 -5.6113
O 1.5953 0.5324 2.7781
C 1.1962 1.5586 2.2508
O 0.2256 1.6500 1.3959
C 1.8420 2.8846 2.5747
C 2.7297 3.0016 3.6372
C 3.3605 4.2117 3.8953
C 3.1274 5.3110 3.0824
C 2.2498 5.1653 2.0236
C 1.5953 3.9802 1.7610
N 2.0023 6.3144 1.1302
O 1.3446 6.1146 0.1253
O 2.4858 7.3809 1.4351
H 2.9243 2.1294 4.2473
H 4.0439 4.3007 4.7287
H 3.6128 6.2610 3.2522
H 0.8992 3.9066 0.9399
```

The gap between HOMO and LUMO (alpha / beta) comes out at 6.170 / 6.073 eV. The value obtained for the energy above the lowest of the compared OMol25 structures with the same formula, charge and spin is 82.0 kJ/mol. The calculation puts the LUMO energy (alpha / beta) at -3.50 / -3.53 eV. The highest occupied orbital energy (alpha / beta) is -0.3554 / -0.3528 Ha. The largest force on an atom comes out at 0.80 eV/A. The calculation puts the total energy at -5735.17128 a.u. As for the net charge: +1.